Entry 1:
This record from the Open Molecules 2025 dataset describes C44H59AsCl2N5O2P2S6Ti as an isolated structure in a non-equilibrium geometry. The level of theory is ωB97M-V with the def2-TZVPD basis set.

Values from the calculation:
Net charge ... +1
LUMO (alpha / beta) ... -3.9 / -3.8 eV

Each line ends with the Löwdin charge.
CARTESIAN COORDINATES (ANGSTROEM)
As: -0.41 -3.64 -5.51  0.184
Ti: -0.29 -1.63 -2.39  0.166
Cl: -2.85 -2.27 -2.15  0.598
Cl: -2.77 -4.21 0.06  0.615
S: -0.96 -1.57 -4.55  0.087
S: 2.21 -2.95 0.42  0.718
S: 1.66 -3.56 -5.57  -0.120
S: -6.11 3.95 -0.40  0.814
S: 0.23 -3.91 -2.14  0.027
S: -0.91 -4.86 -3.50  -0.091
P: -1.36 0.73 -2.35  0.942
P: -0.58 1.32 0.41  1.073
O: 5.48 2.00 -1.68  0.077
O: -0.54 -1.77 -0.27  -0.328
N: -1.85 1.44 -0.82  -0.405
N: 1.55 -0.88 -2.46  -0.085
N: 1.17 -3.40 2.85  0.031
N: 2.83 -1.83 2.71  0.015
N: 6.20 0.91 -3.53  0.193
C: -0.25 3.10 0.72  -0.410
C: 4.94 -2.61 4.71  -0.255
C: -4.75 2.91 -1.01  -0.517
C: -5.16 5.27 0.40  -0.407
C: -2.60 1.62 4.02  -0.057
C: -1.93 -0.67 3.73  -0.081
C: 1.16 4.71 1.82  -0.072
C: -4.11 2.07 0.10  -0.237
C: -2.74 1.29 -3.42  -0.377
C: 5.76 -1.33 4.56  -0.103
C: 2.05 -2.73 2.10  -0.762
C: -3.89 3.14 -4.44  -0.062
C: 0.99 -6.59 3.20  -0.244
C: 3.47 -2.35 5.07  -0.193
C: -3.64 0.41 -4.02  -0.136
C: 2.76 -1.40 4.10  -0.183
C: -4.80 2.26 -5.01  -0.059
C: -1.38 -0.34 2.49  -0.112
C: 0.96 2.47 -2.45  -0.094
C: -2.05 1.94 2.79  -0.082
C: -0.69 5.46 0.49  -0.068
C: 2.12 -0.38 -1.35  -0.184
C: -2.86 2.66 -3.65  -0.109
C: 0.92 2.49 -5.22  -0.058
C: -4.67 0.90 -4.81  -0.058
C: 0.84 3.40 1.53  -0.108
C: 4.04 0.36 -2.56  -0.096
C: 2.38 -6.17 3.68  -0.103
C: 1.93 3.16 -3.16  -0.063
C: -1.45 0.96 2.00  -0.351
C: -1.02 4.14 0.20  -0.099
C: 0.16 -4.31 2.36  -0.215
C: 3.44 -0.13 -3.71  0.035
C: -3.79 -3.10 -0.87  -0.841
C: -0.06 1.79 -3.12  -0.349
C: 1.91 3.18 -4.54  -0.068
C: 0.39 5.75 1.31  -0.074
C: -2.54 0.31 4.49  -0.070
C: -3.20 0.95 -0.42  -0.276
C: 2.21 -0.75 -3.62  -0.123
C: -0.07 -5.49 3.30  -0.189
C: -0.05 1.80 -4.52  -0.120
C: 3.36 0.22 -1.36  0.022
C: 5.32 1.16 -2.54  -0.494
H: 0.47 -4.67 1.38  0.089
H: 3.58 -1.46 2.14  0.117
H: -5.88 6.03 0.69  0.030
H: -1.85 3.91 -0.45  0.083
H: -2.97 0.06 5.45  0.109
H: -5.35 0.20 -5.28  0.112
H: -3.07 2.39 4.62  0.112
H: -2.07 2.97 2.46  0.102
H: -3.99 4.21 -4.61  0.116
H: 5.49 -0.77 3.66  0.062
H: -3.54 2.72 0.76  0.076
H: -1.04 -5.92 3.06  0.113
H: -3.12 0.20 0.36  0.091
H: 1.19 -3.26 3.85  0.122
H: 6.82 -1.58 4.48  0.076
H: 1.00 2.48 -1.38  0.060
H: 1.70 -1.30 4.38  0.117
H: -4.91 1.62 0.69  0.114
H: -3.52 -0.65 -3.90  0.012
H: 5.37 -3.22 5.49  0.110
H: -4.45 5.70 -0.31  0.031
H: 7.07 1.43 -3.52  0.123
H: -5.60 2.64 -5.63  0.112
H: 2.95 -3.31 5.11  0.089
H: 3.03 -7.04 3.74  0.077
H: 4.98 -3.19 3.78  0.104
H: -4.56 -3.68 -1.36  0.048
H: 0.65 -7.45 3.79  0.109
H: 1.74 -1.16 -4.51  0.014
H: 2.67 3.73 -5.09  0.111
H: 3.79 0.63 -0.46  0.132
H: 3.20 -0.41 4.16  0.120
H: 1.44 2.59 1.94  0.102
H: -1.17 -2.48 -0.02  -0.037
H: -4.20 -2.36 -0.20  0.040
H: -3.68 0.48 -1.28  0.080
H: -1.87 -1.69 4.09  0.100
H: -0.78 -3.76 2.25  0.085
H: 1.05 -6.93 2.16  0.114
H: -0.87 -1.10 1.91  0.066
H: -0.82 1.27 -5.07  0.083
H: 3.42 -1.89 6.07  0.120
H: -2.14 3.34 -3.23  0.116
H: -1.30 6.26 0.09  0.106
H: 2.84 -5.46 3.00  0.062
H: 0.36 -2.18 -0.01  -0.071
H: 1.56 -0.42 -0.43  0.036
H: 0.90 2.49 -6.30  0.114
H: 5.63 -0.68 5.42  0.081
H: -0.13 -5.13 4.33  0.116
H: 2.33 -5.72 4.68  0.068
H: 3.89 -0.03 -4.69  0.130
H: 6.13 0.12 -4.14  0.108
H: -4.64 4.90 1.28  0.027
H: -5.21 2.26 -1.76  0.071
H: 0.64 6.77 1.54  0.108
H: -4.03 3.55 -1.50  0.052
H: 2.71 3.68 -2.61  0.116
H: 2.01 4.94 2.46  0.107

=====

Entry 2:
This record from the Open Molecules 2025 dataset describes a 2-piece molecular cluster, C6H15NO2 overall. The level of theory is ωB97M-V with the def2-TZVPD basis set.

Values from the calculation:
Net charge ... 0
SMILES ... CC[C@@H](C)ON.CC=O
LUMO ... 1.0 eV

Each line ends with the Löwdin charge.
CARTESIAN COORDINATES (ANGSTROEM)
O: -0.37 2.14 0.89  -0.188
O: 0.81 -0.83 -2.44  0.041
N: 0.84 2.21 1.65  0.040
C: -0.56 -0.31 0.75  -0.215
C: -0.35 1.02 0.01  -0.428
C: -1.87 -0.37 1.53  -0.096
C: -1.41 1.27 -1.06  -0.032
C: 1.79 -1.23 -1.87  -0.334
C: 1.90 -2.49 -1.08  -0.058
H: -1.25 2.26 -1.47  0.081
H: 0.92 -2.94 -0.90  0.078
H: 2.41 -2.30 -0.14  0.081
H: -2.73 -0.26 0.87  0.064
H: 0.55 2.29 2.62  0.076
H: -0.53 -1.11 0.02  0.092
H: 2.51 -3.19 -1.66  0.086
H: -2.41 1.24 -0.63  0.070
H: 1.28 3.09 1.39  0.082
H: 0.27 -0.44 1.45  0.103
H: 2.74 -0.66 -1.92  0.119
H: -1.90 0.42 2.27  0.073
H: -1.95 -1.34 2.04  0.070
H: -1.31 0.53 -1.84  0.073
H: 0.64 0.99 -0.47  0.122

=====

Entry 3:
This record from the Open Molecules 2025 dataset describes C39H60F5GeN4O3P3PbTe as an isolated structure in a non-equilibrium geometry. The level of theory is ωB97M-V with the def2-TZVPD basis set.

Values from the calculation:
Multiplicity ... 2
⟨S²⟩ ... 0.76
Net charge ... -1
LUMO (alpha / beta) ... 1.9 / -0.7 eV

Each line ends with the Löwdin charge.
CARTESIAN COORDINATES (ANGSTROEM)
Pb: -4.26 11.93 13.05  1.043
Te: -4.88 12.31 9.21  1.753
Ge: -0.04 19.09 10.99  1.106
P: 0.08 15.75 10.88  1.051
P: -2.86 18.63 13.90  0.703
P: 2.53 22.74 10.93  1.074
F: -4.55 12.81 7.37  -0.394
F: -4.17 13.95 9.70  -0.376
F: -3.23 11.57 8.93  -0.375
F: -6.57 13.06 8.98  -0.373
F: -5.74 10.68 8.78  -0.396
O: -2.91 19.84 14.80  -0.361
O: -5.81 12.30 14.15  -0.929
O: -5.03 11.62 10.90  -0.811
N: -1.69 20.75 8.80  0.011
N: 0.73 20.70 10.10  -0.204
N: -1.85 19.82 11.50  -0.170
N: -0.50 18.20 9.35  -0.164
C: -3.73 17.16 7.94  -0.117
C: -1.48 16.60 15.45  -0.063
C: 0.89 21.89 11.02  -0.371
C: 0.67 21.04 8.78  -0.275
C: -0.56 21.10 6.62  0.006
C: 0.95 24.67 12.28  -0.103
C: 4.29 22.83 13.27  -0.134
C: -2.06 22.98 9.50  -0.014
C: 3.08 25.52 11.05  -0.104
C: 1.78 15.06 11.12  -0.522
C: -0.81 14.22 10.22  -0.555
C: 0.61 21.42 5.94  -0.087
C: -4.38 17.62 13.98  -0.437
C: -3.76 19.47 8.36  -0.007
C: -2.50 17.11 8.48  -0.017
C: -0.19 13.36 9.14  -0.096
C: -4.35 16.32 13.20  -0.099
C: -2.64 22.01 12.17  -0.008
C: 3.12 22.08 12.68  -0.538
C: -2.43 19.49 8.69  -0.167
C: 1.85 21.31 8.04  -0.041
C: -2.79 23.37 11.80  -0.052
C: -4.47 18.31 7.92  -0.053
C: 1.94 14.81 12.72  -0.110
C: 3.47 20.61 12.45  -0.154
C: -2.83 18.99 12.10  -0.306
C: 0.31 16.93 9.37  -0.372
C: 1.93 24.45 11.09  -0.566
C: -1.81 18.28 8.91  -0.249
C: -1.42 17.60 14.16  -0.432
C: -2.36 23.86 10.51  -0.095
C: 2.95 15.98 10.58  -0.113
C: -4.74 17.23 15.48  -0.084
C: -0.17 18.54 14.49  -0.122
C: -2.25 21.15 11.18  -0.239
C: -0.54 20.95 8.04  -0.159
C: -2.10 21.60 9.83  -0.150
C: 1.79 21.49 6.68  -0.105
C: -1.35 13.44 11.45  -0.157
H: 0.12 16.39 8.50  0.054
H: -5.79 17.25 15.45  0.050
H: 1.46 13.86 12.89  0.050
H: 3.92 23.70 13.82  0.064
H: -2.53 24.87 10.29  0.081
H: 2.68 21.82 6.27  0.071
H: -1.98 16.12 8.45  0.107
H: 3.46 25.55 10.08  0.044
H: -2.84 21.65 13.12  0.076
H: 0.51 25.66 12.22  0.066
H: -0.55 12.36 9.26  0.065
H: 0.77 21.48 12.00  0.050
H: -0.58 13.08 12.12  0.054
H: -1.91 12.59 11.12  0.015
H: 1.66 15.68 13.33  0.053
H: -5.15 18.35 13.67  0.120
H: -3.14 24.07 12.60  0.106
H: 2.65 20.06 11.96  0.025
H: -4.51 18.16 16.10  0.090
H: -3.39 15.84 13.32  0.051
H: -1.69 14.75 9.84  0.050
H: 2.72 16.08 9.48  0.066
H: 2.89 17.01 10.93  0.054
H: -0.19 19.34 13.76  0.008
H: -1.69 17.24 16.32  0.077
H: -2.98 18.05 11.62  0.073
H: 1.35 17.10 9.30  0.022
H: -3.81 19.52 11.94  0.128
H: 2.31 22.07 13.39  0.091
H: 3.90 25.35 11.66  0.032
H: 2.99 14.73 12.97  0.051
H: -0.14 18.80 15.56  0.084
H: -2.14 15.74 15.40  0.060
H: -4.38 16.32 15.86  0.053
H: -1.81 23.33 8.54  0.105
H: -1.99 14.03 12.10  0.031
H: 2.82 21.22 8.58  0.087
H: 4.98 23.23 12.57  0.051
H: -1.25 17.04 13.26  0.036
H: 4.31 20.39 11.79  0.073
H: 3.90 15.47 10.79  0.076
H: 0.15 22.59 10.75  0.045
H: 1.84 14.05 10.60  0.087
H: 0.73 17.98 14.29  0.047
H: -4.25 20.47 8.25  0.129
H: 4.80 22.23 14.03  0.072
H: 0.06 24.02 12.29  0.053
H: -5.55 18.28 7.85  0.102
H: 1.48 24.54 10.12  0.083
H: 0.87 13.29 9.40  0.041
H: -0.43 16.37 15.51  0.049
H: -4.45 16.44 12.13  0.069
H: -5.11 15.65 13.59  0.084
H: 3.61 20.14 13.42  0.072
H: 0.63 21.64 4.89  0.093
H: 1.54 24.63 13.20  0.076
H: -4.07 16.23 7.67  0.085
H: 2.57 26.47 11.29  0.080
H: -1.42 21.01 5.99  0.104
H: -0.12 13.81 8.09  0.107

=====

Entry 4:
This record from the Open Molecules 2025 dataset describes one molecule with the formula C17H20FNO4S in a non-equilibrium geometry. The level of theory is ωB97M-V with the def2-TZVPD basis set.

Values from the calculation:
Net charge ... 0
SMILES ... CCCCOCCOc1nc(-c2ccc(C(=O)O)c(F)c2)sc1C
LUMO ... -1.8 eV

Each line ends with the Löwdin charge.
CARTESIAN COORDINATES (ANGSTROEM)
S: 0.19 -2.82 -0.78  0.964
F: 5.10 -0.79 -1.19  0.045
O: -2.78 -1.30 1.30  0.040
O: 5.48 2.90 0.44  0.210
O: 6.54 1.30 -0.56  -0.044
O: -4.53 1.16 0.73  -0.146
N: -0.60 -0.68 0.66  0.125
C: -2.99 -0.17 2.22  0.041
C: 2.86 -1.18 -0.48  0.100
C: 3.04 1.53 0.77  0.072
C: -1.55 -2.53 -0.17  -0.342
C: 4.00 -0.41 -0.47  -0.131
C: 0.47 -1.02 0.18  -0.419
C: 4.29 1.01 -0.03  -0.040
C: -5.56 3.43 -1.03  -0.094
C: -5.01 0.47 -0.17  -0.317
C: 1.65 -0.47 0.22  -0.234
C: -3.25 1.10 1.23  -0.095
C: 1.82 0.82 0.59  -0.063
C: -2.40 -3.74 -0.28  -0.098
C: -1.70 -1.29 0.71  -0.469
C: -5.66 2.15 -1.94  -0.257
C: 5.43 1.65 0.20  -0.451
C: -4.68 1.14 -1.58  -0.145
H: -2.02 0.13 2.50  0.120
H: -4.97 0.26 -2.24  0.147
H: -3.81 1.44 -1.37  0.026
H: -1.97 -4.57 -0.30  -0.013
H: -2.95 2.02 1.74  0.134
H: -2.61 1.01 0.25  0.156
H: -4.60 -0.49 -0.22  0.103
H: -5.60 2.32 -2.83  -0.009
H: -6.44 4.14 -1.37  0.100
H: 6.29 3.10 0.42  0.011
H: 2.67 -2.03 -0.88  0.004
H: -2.79 -3.57 -1.35  0.128
H: -5.86 3.29 0.19  0.145
H: -6.10 0.63 0.09  0.157
H: -3.30 -3.64 0.21  0.059
H: -6.95 1.93 -1.71  0.190
H: 3.18 2.57 1.16  0.120
H: 0.89 1.37 1.31  0.185
H: -4.66 3.69 -1.25  -0.020
H: -3.75 -0.18 2.63  0.006

=====

Entry 5:
This record from the Open Molecules 2025 dataset describes C5H7N3 as an isolated structure in a non-equilibrium geometry. The level of theory is ωB97M-V with the def2-TZVPD basis set.

Values from the calculation:
Net charge ... 0
LUMO ... 0.8 eV

Each line ends with the Löwdin charge.
CARTESIAN COORDINATES (ANGSTROEM)
N: -1.34 0.10 -0.76  -0.086
N: -0.68 1.34 -0.45  -0.001
N: 1.89 -0.53 -0.58  0.088
C: -0.69 -1.18 -0.11  -0.211
C: 1.45 0.42 0.48  -0.197
C: 0.44 1.51 0.20  -0.153
C: -1.84 -0.43 0.60  -0.142
C: 0.74 -1.02 0.29  -0.211
H: -3.19 -0.51 0.85  0.186
H: 2.67 -1.08 -0.61  0.054
H: 0.73 2.61 0.32  0.118
H: 1.69 0.33 1.66  0.168
H: -1.32 0.40 1.39  0.132
H: -1.22 -2.14 -0.71  0.177
H: 0.97 -1.79 0.89  0.077

=====

Entry 6:
This record from the Open Molecules 2025 dataset describes C35H71BBr14ClN4O8P as an isolated structure in a non-equilibrium geometry. The level of theory is ωB97M-V with the def2-TZVPD basis set.

Values from the calculation:
Net charge ... 0
LUMO ... 0.2 eV

Each line ends with the Löwdin charge.
CARTESIAN COORDINATES (ANGSTROEM)
Br: 6.51 -0.26 -1.93  0.690
Br: 7.65 0.80 4.24  0.686
Br: -10.03 0.70 -2.27  0.624
Br: -5.68 -2.12 2.77  0.622
Br: 6.16 2.84 1.57  0.686
Br: 7.60 -5.49 -4.91  0.599
Br: -3.98 -6.43 2.50  0.626
Br: 5.16 -6.97 -2.56  0.602
Br: -7.80 -0.02 -5.13  0.662
Br: -0.71 -4.89 3.16  0.617
Br: -1.40 8.92 6.27  0.595
Br: 8.03 -2.32 0.74  0.631
Br: -4.27 7.99 4.15  0.596
Br: -2.39 -0.57 3.42  0.823
Cl: -1.56 5.46 3.19  0.602
P: -2.02 1.32 1.74  0.580
O: -0.99 4.20 -0.82  -0.166
O: 0.94 2.08 -2.58  0.159
O: -0.85 1.42 -0.66  -0.081
O: -2.96 2.23 2.44  -0.434
O: 1.85 0.18 0.83  -0.175
O: 1.21 -3.28 -3.37  -0.037
O: 0.39 -1.48 -2.33  0.014
O: 2.73 -3.97 -4.69  0.073
N: -1.00 -2.86 -3.73  0.171
N: 0.60 -1.48 -4.72  0.146
N: 2.42 -3.03 -4.08  -0.019
N: -1.42 0.11 -2.79  0.065
C: -0.67 -0.65 -1.84  -0.382
C: -1.59 4.21 -2.11  -0.092
C: 3.63 -0.13 2.40  -0.207
C: 4.95 -0.90 2.56  -0.129
C: -10.46 0.02 -4.05  -0.696
C: 0.12 0.40 -0.87  -0.217
C: 7.34 3.37 3.03  -0.670
C: 6.17 -6.78 -5.23  -0.700
C: -0.37 4.12 3.17  -0.545
C: -1.82 -5.99 4.32  -0.692
C: -1.72 3.43 0.12  -0.192
C: -1.53 -1.42 -0.93  -0.040
C: 0.42 4.06 1.85  -0.234
C: -6.29 -0.19 -2.08  -0.158
C: -3.82 0.54 -2.11  -0.161
C: -4.19 -2.79 3.83  -0.727
C: 0.42 2.69 1.15  -0.130
C: -4.88 -0.40 -1.50  -0.257
C: -3.10 8.12 6.76  -0.700
C: 0.23 -2.21 -3.52  -0.616
C: 2.75 0.39 -1.95  -0.135
C: -2.18 -2.13 -0.23  0.168
C: 0.64 -0.38 0.30  -0.125
C: -9.41 -0.94 -4.54  -0.676
C: -3.52 -1.68 4.60  -0.599
C: -2.82 -0.20 -3.03  -0.197
C: 4.94 -6.46 -4.42  -0.707
C: -3.56 7.12 5.73  -0.712
C: 3.36 0.47 -3.39  -0.121
C: -2.49 -7.10 3.55  -0.689
C: 7.71 0.25 -0.49  -0.718
C: 8.39 2.33 3.31  -0.677
C: 8.76 -0.80 -0.23  -0.686
C: 2.72 -0.81 1.37  -0.216
C: -0.89 2.20 0.53  -0.467
B: 1.29 0.98 -1.83  -0.412
H: -3.30 1.00 -1.27  0.074
H: 1.66 2.72 -2.55  0.127
H: 5.95 -6.70 -6.29  0.056
H: -10.57 0.89 -4.69  0.049
H: -1.71 3.19 -2.49  0.078
H: -2.73 0.38 0.98  0.005
H: 3.40 0.92 -1.25  0.100
H: 7.09 0.46 0.38  -0.022
H: -4.23 -1.01 5.07  0.056
H: -3.80 8.93 6.90  0.047
H: -3.09 -1.26 -3.05  0.093
H: -2.53 -5.32 4.80  0.038
H: -2.92 7.62 7.71  0.055
H: -2.59 -2.84 0.46  0.050
H: 2.67 0.94 -4.08  0.059
H: -1.61 -2.40 -4.38  0.086
H: -11.42 -0.48 -3.94  0.056
H: -1.12 0.69 2.72  -0.107
H: 5.73 -0.16 2.77  -0.048
H: 4.89 -1.56 3.42  0.076
H: -6.40 -0.72 -3.03  -0.006
H: 3.30 -1.23 0.55  0.119
H: 5.22 -1.42 1.65  0.036
H: 1.13 -0.66 -4.43  0.074
H: -3.51 -3.30 3.14  -0.005
H: 4.69 -5.41 -4.43  0.020
H: -1.46 -3.18 -2.89  0.094
H: 4.31 1.00 -3.35  0.024
H: 3.08 -0.12 3.34  0.108
H: 7.80 4.30 2.71  0.059
H: -0.84 3.18 3.44  0.049
H: -0.23 -1.11 -5.18  0.087
H: -0.90 4.75 -2.76  0.088
H: -1.82 -7.60 2.87  0.052
H: 2.15 -1.58 1.90  0.130
H: -2.76 6.46 5.39  -0.011
H: -0.05 -0.47 1.15  0.107
H: 6.69 3.55 3.89  0.052
H: 9.55 -0.40 0.41  0.053
H: 0.31 4.36 3.98  0.063
H: -9.78 -1.47 -5.42  0.055
H: -2.61 3.05 -0.40  0.120
H: 9.20 -1.19 -1.15  0.049
H: -6.99 -0.67 -1.39  0.060
H: 8.18 1.18 -0.82  0.055
H: 4.09 -7.04 -4.78  0.060
H: -1.14 -6.40 5.07  0.059
H: 2.72 -0.65 -1.64  0.090
H: -4.38 6.52 6.12  0.059
H: 6.58 -7.76 -5.01  0.047
H: -4.58 -1.44 -1.54  0.086
H: 8.86 1.95 2.41  0.044
H: -4.96 -0.16 -0.44  0.089
H: -9.11 -1.66 -3.79  0.054
H: -0.92 0.31 -3.64  0.114
H: -2.53 4.76 -2.08  0.092
H: -2.09 4.00 0.96  0.087
H: 1.46 4.22 2.15  0.110
H: 1.26 2.69 0.45  0.127
H: -3.04 0.17 -4.04  0.119
H: 3.79 0.88 2.04  0.073
H: -2.84 -2.08 5.35  0.058
H: 0.72 1.97 1.92  0.102
H: 9.15 2.74 3.97  0.059
H: 0.18 4.89 1.20  0.096
H: 3.52 -0.54 -3.74  0.052
H: 0.89 -1.41 0.04  0.137
H: -6.54 0.86 -2.14  0.063
H: -4.62 -3.52 4.51  0.050
H: -2.92 -7.83 4.24  0.059
H: -4.30 1.34 -2.67  0.106